98
Properties=species:S:1:pos:R:3:forces:R:3:lowdin_charge:R:1 method="wB97M-V/def2-TZVPD" total_charge=+4 largest_force_ev_per_a=5.22 s_squared=0.75 e_above_lowest_ev=0.5652 multiplicity=2 total_energy_ev=-183454.657 homo_ev="-15.01 / -15.01"
Ta -16.65398 -1.74853 5.29946 -0.741 2.830 0.776 1.958
C -13.85103 -1.53689 6.68816 -0.703 1.109 0.066 -0.064
N -14.90844 -0.60606 6.17724 -0.661 0.697 0.524 -0.268
C -14.57036 0.40901 5.14020 1.574 -0.659 -1.077 -0.089
C -14.55352 -0.22173 3.72946 -1.287 0.290 0.301 -0.232
C -13.62705 0.14235 2.78353 2.077 1.134 -1.051 0.025
C -13.76955 -0.25538 1.41725 -0.296 0.269 0.796 0.055
C -14.89656 -1.01260 1.16234 -0.994 -1.041 -1.776 -0.022
C -15.77581 -1.45470 2.11846 1.220 1.450 2.183 -0.057
N -15.64000 -1.04106 3.42917 0.550 -0.468 -0.016 -0.054
C -15.39124 0.22444 7.37007 0.822 -0.283 0.559 -0.078
C -16.75218 0.78270 7.15259 -2.123 -1.679 -1.364 -0.241
C -17.21182 1.92440 7.72229 0.519 0.524 0.293 0.024
C -18.50508 2.37960 7.49319 -0.338 -1.158 0.932 0.066
C -19.36469 1.48401 6.86400 -0.356 1.987 -0.424 0.008
C -18.92565 0.34669 6.27009 0.370 -0.546 0.070 -0.070
N -17.63317 -0.01489 6.40813 2.216 -0.036 -0.481 -0.012
C -14.56366 -2.69459 7.27059 0.850 -1.404 0.922 -0.243
C -13.99169 -3.65646 8.06432 -1.196 -1.354 1.179 0.078
C -14.64536 -4.90252 8.40940 0.468 2.767 -1.657 0.088
C -15.84226 -5.09048 7.76196 -1.194 -1.356 -0.130 0.008
C -16.33810 -4.13364 6.88577 -1.233 -1.960 0.448 -0.070
N -15.76087 -2.95395 6.73589 -0.385 0.327 -1.746 -0.074
H -13.18862 -1.01214 7.35135 0.295 0.152 0.567 0.154
H -13.24247 -1.93133 5.91264 0.522 -0.089 -1.170 0.146
H -13.55490 0.83795 5.27452 -0.568 -0.141 0.347 0.157
H -15.30605 1.21661 5.26741 0.206 -0.240 -0.569 0.143
H -12.71996 0.81934 3.02526 -1.774 -1.228 -0.110 0.174
H -13.08632 0.04975 0.59203 -0.486 -0.216 0.968 0.161
H -15.26932 -1.39169 0.18786 1.184 0.663 0.221 0.151
H -16.56116 -2.09042 1.80548 -0.871 -0.559 0.349 0.116
H -14.67477 1.07951 7.46851 -0.405 -0.849 0.346 0.166
H -15.39086 -0.42399 8.29592 0.151 0.716 -0.919 0.171
H -16.52800 2.41402 8.38383 0.167 0.712 0.157 0.141
H -18.86017 3.27878 7.98849 0.007 0.018 -0.370 0.150
H -20.37307 1.75991 6.65103 -0.645 0.168 0.258 0.131
H -19.67638 -0.25784 5.73019 0.910 0.251 0.322 0.131
H -13.10179 -3.46211 8.57145 1.622 0.400 0.375 0.123
H -14.16538 -5.63325 9.02727 0.071 -0.185 0.377 0.142
H -16.42550 -6.01805 7.90050 0.428 0.578 -0.183 0.150
H -17.23037 -4.37854 6.25443 0.801 0.407 0.908 0.144
C -25.36901 -13.05972 0.86524 1.004 0.731 0.898 -0.220
Ge -23.47565 -13.79615 1.23224 -0.753 0.400 0.627 0.792
C -23.35668 -15.64881 0.63188 1.250 0.713 -0.425 -0.252
C -21.76365 -12.84171 0.81775 0.729 -1.832 -1.230 -0.268
Ge -23.33539 -13.77242 3.87598 0.262 0.294 0.264 1.221
C -21.67980 -13.49579 4.85576 -1.386 0.671 -0.308 -0.359
C -20.62884 -14.08505 4.20759 0.068 -0.954 -1.035 -0.176
C -19.44571 -14.34377 4.83047 0.700 0.475 1.164 -0.062
C -19.29948 -13.84685 6.12128 0.418 -0.015 -0.002 -0.036
C -20.32513 -13.13555 6.79531 1.454 -1.055 -1.741 -0.056
C -21.51498 -12.95514 6.14478 -1.293 0.869 0.780 -0.115
C -24.62756 -13.70309 5.27186 -1.218 0.472 -0.054 -0.408
C -25.82329 -12.99150 5.08470 -1.987 0.309 0.055 -0.115
C -26.73703 -12.65874 6.13656 0.943 -0.533 -1.057 -0.046
C -26.45784 -13.03119 7.46960 -0.390 1.443 -1.079 -0.062
C -25.20469 -13.54401 7.68121 1.399 -1.681 -0.817 -0.052
C -24.36493 -14.00396 6.57682 0.328 0.253 3.825 -0.123
H -25.99476 -13.91264 0.61148 -0.036 -0.030 0.319 0.020
H -25.32093 -12.42803 -0.01874 0.083 0.092 -0.084 0.010
H -25.79690 -12.42213 1.70225 0.546 -1.012 -0.990 0.023
H -22.98295 -15.64852 -0.43443 -0.315 -0.078 1.194 0.061
H -24.31019 -16.12872 0.68694 -0.457 -0.432 0.096 0.015
H -22.61546 -16.09479 1.31556 -0.309 -0.290 -0.592 0.021
H -21.10732 -13.67042 0.24984 -1.442 1.936 1.187 0.082
H -21.13269 -12.41393 1.62000 -0.712 -0.221 -0.331 0.010
H -22.07825 -12.08454 0.09309 0.488 0.053 0.064 0.005
H -20.74217 -14.43773 3.19363 -0.156 -0.072 -0.296 0.081
H -18.64801 -14.88087 4.33940 0.067 0.046 0.008 0.119
H -18.31008 -13.97928 6.55692 -0.360 0.035 0.358 0.115
H -20.07684 -12.75826 7.74561 -0.169 0.530 1.058 0.096
H -22.30870 -12.34487 6.66984 0.775 -0.985 -0.879 0.130
H -26.14357 -12.79756 4.05507 0.063 0.307 0.385 0.079
H -27.63620 -12.08512 5.89467 0.250 -0.434 0.010 0.112
H -27.18981 -12.76203 8.25692 0.803 -0.321 -0.425 0.130
H -24.82542 -13.68737 8.69604 -0.209 -0.274 -0.349 0.113
H -23.47221 -14.55538 6.93431 -0.519 0.437 -0.624 0.114
C -22.86018 -4.96657 7.03121 -0.085 0.556 -0.135 -0.014
C -23.19374 -3.62316 6.43144 4.382 -1.971 -2.034 -0.189
C -24.15423 -2.86203 6.89298 -1.327 3.986 1.075 -0.070
C -24.12969 -1.44776 6.71249 3.012 -1.803 -2.478 -0.727
Cl -25.10024 -0.56203 7.67073 -1.871 1.892 1.335 0.830
C -23.17085 -0.86862 5.83492 -2.140 -2.076 0.491 -0.077
C -22.28833 -1.71825 5.15177 -1.321 -1.932 2.231 -0.032
C -22.20388 -3.07904 5.48350 -3.348 3.288 2.060 -0.239
O -21.18970 -3.83901 5.13518 4.034 -1.377 -1.331 -0.002
C -20.06531 -3.39341 4.27918 -2.713 -0.628 1.618 0.005
C -18.83599 -2.74170 4.81996 -0.230 -3.671 -3.520 -0.516
O -17.74931 -2.96504 4.07217 -0.799 0.549 0.110 -0.139
O -18.62620 -2.14913 5.84945 0.141 0.836 2.899 -0.045
H -21.92163 -4.85181 7.57822 -0.120 0.084 0.388 0.086
H -22.56666 -5.61115 6.22387 -0.436 -0.938 -0.196 0.071
H -23.65237 -5.32624 7.70679 0.420 -0.115 -0.539 0.105
H -24.84692 -3.12044 7.65185 -0.528 -1.037 0.454 0.109
H -23.42322 0.09810 5.50462 0.463 1.366 -0.198 0.092
H -21.65817 -1.36430 4.43158 1.591 1.261 -1.882 0.063
H -20.40140 -2.76796 3.48152 -0.410 0.361 -0.887 0.147
H -19.76976 -4.34417 3.89672 0.590 -0.472 -0.632 0.155

56
Properties=species:S:1:pos:R:3:forces:R:3:lowdin_charge:R:1 method="wB97M-V/def2-TZVPD" total_charge=-1 largest_force_ev_per_a=3.07 e_above_lowest_ev=1.1792 multiplicity=1 total_energy_ev=-47199.622 homo_ev=-4.57
C -0.64802 -0.58699 -1.91701 1.430 -1.590 1.128 -0.196
N 0.48803 0.14585 -1.37742 -0.341 0.745 -2.956 0.035
C 1.16706 1.07422 -2.16001 -0.858 -1.115 2.581 -0.589
N 0.67945 1.53015 -3.35611 0.127 1.489 -0.624 0.161
O 2.18340 1.53268 -1.64745 0.846 0.822 -0.651 -0.005
C -0.27704 -2.07598 -2.29092 0.344 0.669 -0.496 -0.231
C -0.15144 -3.18141 -1.18604 2.483 0.332 -1.420 -0.653
S 0.85693 -2.68126 0.25181 -0.426 -0.044 0.121 0.450
H -1.44581 -0.56664 -1.18501 -0.387 -0.091 0.255 0.100
H -0.96441 -0.06402 -2.80304 -0.370 -0.099 -0.248 0.088
H 0.97344 -0.20720 -0.57382 0.283 -0.525 0.161 0.061
H -0.21660 1.25778 -3.75206 0.456 0.136 0.583 0.085
H 0.90416 2.54527 -3.48914 -0.208 -1.662 0.101 0.136
H -1.13324 -2.38705 -2.85644 -0.504 -0.362 -0.898 0.075
H 0.59026 -1.96350 -3.01628 -0.728 -0.531 1.028 0.121
H -1.13493 -3.43406 -0.92790 -1.508 -0.208 0.423 -0.003
H 0.30600 -4.15008 -1.61827 -0.665 1.574 0.264 0.079
H -3.45394 0.04962 -1.67648 -0.461 0.279 0.304 0.022
H -4.91965 0.49589 -1.51628 0.409 -0.173 0.258 0.047
O -4.00727 0.80427 -1.41223 0.032 -0.023 -0.463 -0.063
H -3.83037 3.06048 -1.58446 -0.438 -0.783 0.117 -0.020
H -2.50644 3.49725 -0.89446 -1.337 0.550 -1.682 0.049
O -3.13400 3.69867 -1.66691 1.919 0.351 1.551 -0.091
H -1.09452 -4.10809 0.66273 -0.397 0.311 0.814 -0.038
H -1.46963 -3.43908 1.96313 0.354 -0.101 -0.113 0.002
O -1.86865 -3.93550 1.24270 -0.033 -0.466 -0.256 -0.119
H -3.90471 -2.29649 0.10307 0.608 -0.220 0.770 -0.004
H -4.67195 -1.28093 1.08389 0.916 -1.305 -1.312 0.041
O -4.66342 -1.73263 0.19270 -1.645 1.205 0.044 -0.104
H 0.37436 2.24488 3.81217 0.701 -0.463 -0.312 0.018
H 1.07849 0.75416 3.97506 0.698 0.387 -0.418 0.044
O 0.32720 1.31795 4.11854 -1.278 0.358 0.934 -0.063
H 0.94638 3.18477 1.92748 0.784 0.083 -0.852 -0.002
H 0.13875 4.40636 2.36716 0.066 0.426 -0.193 0.051
O 0.24416 3.47167 2.50410 -0.733 -0.333 0.986 -0.043
H 3.48614 0.70755 0.49643 0.710 -0.045 1.095 0.010
H 4.05317 0.94691 1.99349 0.592 -0.391 -0.223 0.036
O 3.28291 0.99021 1.43616 -0.902 0.258 -0.237 -0.089
H -1.50483 1.86642 -0.62474 -0.022 -0.836 0.151 0.013
H -0.10429 1.77135 0.09563 0.091 -0.728 0.320 0.021
O -0.70933 2.32687 -0.37430 -0.522 2.055 -0.339 -0.030
H 4.06107 -0.93820 -0.56332 0.361 -0.197 -0.112 -0.001
H 3.54390 0.26725 -1.30015 0.508 0.349 -0.078 0.016
O 4.32975 -0.02198 -0.78975 -0.846 -0.066 -0.330 -0.092
H -0.75448 0.48172 3.02973 1.031 0.104 -0.130 0.008
H -0.37688 -0.71485 1.90901 0.348 0.623 0.306 -0.002
O -0.97686 -0.34005 2.57505 -0.943 -1.072 -0.708 -0.084
H 3.17992 2.81010 1.04293 -0.536 -0.336 0.522 0.013
H 2.66954 3.42410 -0.17695 -0.649 0.117 -0.146 0.037
O 2.48684 3.43766 0.77246 0.704 0.394 -0.433 -0.079
H 3.04567 -3.16774 -0.50797 -0.555 0.327 0.473 -0.042
H 3.87324 -2.68599 0.70152 -0.296 -0.278 0.904 0.025
O 3.78596 -2.60923 -0.23536 1.323 -0.021 -1.183 -0.126
H -2.62911 -0.71325 2.20587 -1.069 -0.333 0.678 0.039
H -2.68015 -2.09866 2.48840 -0.419 -0.779 0.192 -0.003
O -3.32812 -1.39534 2.45736 0.952 1.235 -0.248 -0.107

12
Properties=species:S:1:pos:R:3:forces:R:3:lowdin_charge:R:1 method="wB97M-V/def2-TZVPD" largest_force_ev_per_a=7.35 s_squared=2.02 multiplicity=3 total_energy_ev=-9256.825 homo_ev="-6.44 / -10.31"
C -0.91258 0.05004 -1.73981 -0.547 0.982 0.197 -0.274
C -0.17459 1.21086 0.72732 0.129 -0.455 1.095 -0.330
C -0.48822 -1.10408 0.96198 -2.410 -4.638 -2.420 0.044
C 1.48631 0.06536 -0.88179 0.826 -0.760 1.979 0.105
C 0.46490 -0.15146 -1.51629 -5.604 -0.280 -2.303 -0.117
C 0.04799 0.03006 1.36169 4.039 3.029 5.347 -0.158
N -2.04021 0.44491 -1.72792 2.848 -1.466 -0.358 0.175
N -0.05660 2.15467 0.11647 -0.457 3.645 -1.463 0.216
H -0.86592 -1.17396 -0.04501 -0.502 0.187 0.339 0.028
H -0.50213 -2.07286 1.41316 0.465 -0.081 0.860 0.080
H 0.60526 0.21924 2.46649 -1.505 -0.917 -3.193 0.199
H 2.43578 0.32721 -1.13629 2.718 0.755 -0.080 0.031

48
Properties=species:S:1:pos:R:3:forces:R:3:lowdin_charge:R:1 method="wB97M-V/def2-TZVPD" total_charge=+1 largest_force_ev_per_a=3.82 s_squared=6.03 e_above_lowest_ev=0.0000 multiplicity=5 total_energy_ev=-34337.491 homo_ev="-8.79 / -11.53"
C -0.47646 0.83968 -4.81298 0.041 -0.023 0.623 -0.426
C 0.10660 2.17540 -4.68555 0.388 0.982 0.080 -0.094
C 0.35718 -0.27795 -5.24214 0.659 -0.862 -0.402 -0.098
C -1.92763 0.67983 -4.73406 -1.072 -0.049 0.006 -0.097
H 0.43070 -0.33581 -6.35038 0.037 -0.068 0.315 0.098
H -0.04960 -1.25085 -4.91052 0.143 0.279 -0.161 0.070
H 1.39393 -0.18503 -4.86997 -0.317 -0.055 -0.176 0.072
H 0.10656 2.72482 -5.65217 0.035 -0.105 0.297 0.096
H 1.15818 2.13631 -4.35032 -0.309 0.043 -0.141 0.074
H -0.46365 2.79996 -3.97448 0.209 -0.158 -0.262 0.080
H -2.41772 0.85013 -5.71804 0.067 -0.075 0.318 0.097
H -2.37764 1.40759 -4.03513 0.094 -0.232 -0.257 0.078
H -2.21796 -0.33665 -4.41558 0.047 0.273 -0.138 0.072
C 2.27123 -0.01635 0.97400 1.091 -0.021 -0.506 -0.228
C 2.23200 -0.83430 -0.21567 0.764 0.419 0.451 -0.284
C 1.97154 0.05879 -1.32860 -0.678 0.352 -0.195 -0.221
H 2.43826 -1.89895 -0.29637 0.347 0.378 0.054 0.114
C 1.85210 1.41350 -0.77919 0.521 0.178 -0.610 -0.142
C 2.05674 1.35726 0.60418 0.239 -0.816 -0.848 -0.190
H 2.08999 2.21248 1.27282 -0.209 -0.291 -0.131 0.109
H 2.53029 -0.36742 1.96023 -0.100 -0.002 0.007 0.089
H 2.00537 -0.21708 -2.39457 0.037 0.267 0.734 0.110
H 1.68174 2.32446 -1.38158 0.090 -0.758 0.502 0.116
C -2.20455 -1.06061 0.36440 0.947 -0.429 -0.710 -0.170
C -1.18894 -2.00795 0.75652 -0.800 -0.862 -0.141 -0.232
C -0.43905 -2.38140 -0.41484 -1.230 -1.851 0.254 -0.296
H -1.04991 -2.39406 1.75576 -0.015 -0.007 -0.114 0.102
C -1.00424 -1.65041 -1.53427 -0.514 0.508 -0.214 -0.214
C -2.08576 -0.82267 -1.01840 -0.456 -0.424 -0.311 -0.145
H -2.65776 -0.09598 -1.59543 0.116 -0.413 0.160 0.111
H -2.94609 -0.62811 1.02040 0.273 0.197 -0.010 0.112
H 0.32410 -3.13704 -0.46484 -0.112 -0.293 -0.112 0.116
H -0.74245 -1.77108 -2.57809 -0.015 0.020 0.146 0.105
Os 0.15005 -0.47449 -0.22496 0.477 3.479 1.493 1.362
C 1.27334 -0.82001 5.54241 0.104 -0.015 0.209 -0.048
N 0.62086 -0.87651 4.19986 0.275 -0.073 -1.022 -0.001
C -0.07159 0.15632 3.66469 -0.281 1.470 0.881 -0.643
S -0.40857 0.80587 2.06015 -0.173 -1.028 0.628 0.745
N -0.58603 1.08603 4.55047 -0.493 -0.677 -0.429 -0.115
C -1.33927 0.78224 5.78669 -0.457 0.276 0.246 -0.067
H 1.05922 0.15170 6.01594 0.235 -0.500 -0.347 0.082
H 2.36766 -0.91552 5.40537 -0.596 0.077 0.015 0.098
H 0.94645 -1.62637 6.23902 0.007 0.495 -0.758 0.101
H 1.04911 -1.55931 3.55076 -0.614 0.865 0.500 0.143
H -1.15998 1.74529 4.01404 0.775 -0.095 0.262 0.073
H -1.12024 1.59053 6.52328 -0.159 -0.780 -0.396 0.102
H -2.41762 0.85788 5.49848 0.744 -0.305 0.584 0.102
H -1.12053 -0.21414 6.21868 -0.165 0.706 -0.373 0.083

14
Properties=species:S:1:pos:R:3:forces:R:3:lowdin_charge:R:1 method="wB97M-V/def2-TZVPD" largest_force_ev_per_a=5.39 e_above_lowest_ev=0.3025 multiplicity=1 total_energy_ev=-19269.211 homo_ev=-9.47
C -0.19300 0.51358 1.25500 -0.578 1.938 -4.992 0.045
C 0.78100 -0.36225 -0.84736 -0.271 -0.668 0.826 -0.128
C -1.39289 0.16579 -0.31531 2.826 0.236 3.391 -0.551
C 1.11369 0.19862 0.57684 1.058 -0.590 -0.833 -0.475
N -0.45027 0.29665 -1.35107 0.828 0.269 0.985 -0.108
F 1.98746 1.29927 0.44675 -1.220 -1.038 0.365 0.027
F 1.85159 -0.75526 1.32505 -0.873 1.056 -1.115 0.023
I -2.26100 -1.89544 0.02097 0.216 0.988 -0.176 0.657
H -0.16570 1.61869 1.41824 -0.702 -1.064 0.327 0.120
H -0.45445 -0.16191 1.98463 -0.608 -1.060 1.816 0.046
H 1.65880 -0.32885 -1.53447 -0.895 -0.202 0.471 0.143
H 0.33962 -1.36107 -0.59911 1.561 -0.105 -0.336 0.052
H -2.11069 0.93467 -0.16761 -1.011 0.101 -0.476 0.041
H -0.70416 -0.16251 -2.21254 -0.330 0.140 -0.254 0.108